Version i
This record from OMol25 describes the molecule C4H8OS. The level of theory is ωB97M-V/def2-TZVPD.

Geometry as ORCA input:
```
! RIJCOSX wB97M-V def2-TZVPD def2/J DEFGRID3
* xyz 0 1
S -2.243 0.059 -0.177
O 0.706 -0.998 -0.494
C 2.346 0.744 -0.377
C -0.608 0.772 0.423
C 0.333 -0.398 0.693
C 1.699 -0.411 0.309
H 1.728 1.462 -1.039
H 2.993 1.240 0.387
H -0.736 1.497 1.296
H 3.052 0.312 -1.083
H 2.469 -0.927 0.875
H -1.616 -0.975 -0.867
H -0.026 -1.055 1.474
H -0.252 1.249 -0.546
*
```

SMILES string ... C[C@@H]1O[C@@H]1CS
HOMO-LUMO gap ... 0.3653 Eh
HOMO level ... -8.96 eV

***

Version ii
This record from OMol25 describes a structure of composition C4H8OS. The level of theory is ωB97M-V/def2-TZVPD.

Geometry as ORCA input:
```
! RIJCOSX wB97M-V def2-TZVPD def2/J DEFGRID3
* xyz 0 1
S 0.707 2.104 -1.126
O 0.463 -1.331 0.280
C 0.677 0.727 0.039
C -1.667 -0.274 0.876
C 1.489 -0.544 -0.161
C -0.465 -0.287 -0.076
H 2.448 -0.700 0.364
H -2.118 -1.280 0.796
H 0.832 1.104 1.039
H -0.666 -0.342 -1.163
H 1.742 -0.668 -1.223
H 0.382 1.249 -2.168
H -2.470 0.457 0.621
H -1.354 -0.214 1.901
*
```

HOMO-LUMO gap ... 0.3733 Eh
HOMO level ... -9.24 eV

***

Going by the computed energies, the most stable comes first: version ii, version i.

***

Version i
This record from OMol25 describes the molecule C4H8OS. The level of theory is ωB97M-V/def2-TZVPD.

Geometry as ORCA input:
```
! RIJCOSX wB97M-V def2-TZVPD def2/J DEFGRID3
* xyz 0 1
S -1.347 -2.078 -0.257
O -0.399 1.726 0.703
C -1.100 0.563 0.338
C 1.715 0.507 -0.522
C -0.266 -0.667 0.300
C 1.109 -0.617 -0.048
H -1.456 0.824 -0.711
H 1.875 -1.293 0.442
H -2.183 0.044 0.801
H 0.899 1.225 -0.688
H 2.871 0.841 -0.811
H -0.526 -2.498 -1.469
H -0.003 -0.812 1.468
H -1.189 2.234 0.454
*
```

SMILES string ... C=C[C@H](S)CO
HOMO-LUMO gap ... 0.3584 Eh
HOMO level ... -9.03 eV

***

Version ii
This record from OMol25 describes the molecule C4H8OS. The level of theory is ωB97M-V/def2-TZVPD.

Geometry as ORCA input:
```
! RIJCOSX wB97M-V def2-TZVPD def2/J DEFGRID3
* xyz 0 1
S -1.692 -0.739 -0.014
O -0.363 1.977 -0.403
C 0.201 1.238 0.388
C 2.374 -0.401 -0.035
C -0.056 -0.191 0.455
C 0.989 -0.943 -0.354
H 2.447 0.672 -0.192
H 1.017 1.598 1.022
H 3.171 -0.910 -0.687
H 2.606 -0.582 0.994
H 0.020 -0.614 1.506
H -1.978 0.479 -0.430
H 0.762 -0.830 -1.404
H 0.885 -2.025 -0.080
*
```

SMILES string ... CC[C@H](S)C=O
HOMO-LUMO gap ... 0.3581 Eh
HOMO level ... -9.10 eV

***

Going by the computed energies, the most stable comes first: version ii, version i.

***

Version i
This record from OMol25 describes the molecule CH3NO2S. The level of theory is ωB97M-V/def2-TZVPD.

Geometry as ORCA input:
```
! RIJCOSX wB97M-V def2-TZVPD def2/J DEFGRID3
* xyz 0 1
S -0.838 -0.727 0.092
O -0.247 1.863 0.247
O -2.374 1.441 0.288
N -1.225 1.190 0.230
C 0.925 -0.901 -0.184
H 1.198 -1.821 0.325
H 1.111 -0.989 -1.249
H 1.449 -0.057 0.250
*
```

SMILES string ... CS[N+](=O)[O-]
HOMO-LUMO gap ... 0.3646 Eh
HOMO level ... -9.86 eV

***

Version ii
This record from OMol25 describes the molecule CH3NO2S. The level of theory is ωB97M-V/def2-TZVPD.

Geometry as ORCA input:
```
! RIJCOSX wB97M-V def2-TZVPD def2/J DEFGRID3
* xyz 0 1
S -2.242 -0.421 0.936
O -2.553 0.984 0.565
O -1.338 -0.365 2.098
N 0.255 -0.149 0.350
C -0.817 -0.434 -0.271
H 1.079 0.103 -0.051
H -0.746 -0.382 -1.376
H 0.146 -0.201 1.352
*
```

SMILES string ... NC=S(=O)=O
HOMO-LUMO gap ... 0.3256 Eh
HOMO level ... -9.21 eV

***

Version iii
This record from OMol25 describes a cluster of 2 separate species, CH3NO2S in total. The level of theory is ωB97M-V/def2-TZVPD.

Geometry as ORCA input:
```
! RIJCOSX wB97M-V def2-TZVPD def2/J DEFGRID3
* xyz 0 1
S 0.368 2.144 1.691
O -0.735 -0.994 -0.513
O -0.933 -0.413 1.560
N -1.361 -1.027 0.607
C 0.378 -0.103 -0.743
H 0.294 0.885 -1.175
H 1.014 -0.147 0.141
H 0.975 -0.344 -1.569
*
```

HOMO-LUMO gap (alpha / beta) ... 0.2711 / 0.2707 Eh
HOMO level (alpha / beta) ... -9.84 / -9.84 eV

***

Version iv
This record from OMol25 describes a structure of composition CH3NO2S. The level of theory is ωB97M-V/def2-TZVPD.

Geometry as ORCA input:
```
! RIJCOSX wB97M-V def2-TZVPD def2/J DEFGRID3
* xyz 0 1
S 0.153 1.212 -0.428
O 2.859 0.180 0.032
O 1.438 -1.258 0.756
N 1.814 -0.282 0.252
C -1.380 0.240 -0.282
H -1.438 -0.109 0.813
H -1.153 -0.767 -0.732
H -2.292 0.784 -0.410
*
```

HOMO-LUMO gap (alpha / beta) ... 0.2841 / 0.2841 Eh
HOMO level (alpha / beta) ... -9.32 / -9.32 eV

***

Going by the computed energies, the most stable comes first: version ii, version i, version iv, version iii.

***

Version i
This record from OMol25 describes a cluster of 2 separate species, C7H11N2O2 in total. The level of theory is ωB97M-V/def2-TZVPD.

Geometry as ORCA input:
```
! RIJCOSX wB97M-V def2-TZVPD def2/J DEFGRID3
* xyz -1 1
O 3.256 -0.535 -0.437
O 3.710 1.420 -1.469
N -1.146 -1.132 -0.886
N 0.225 -2.445 0.270
C -1.983 0.418 0.862
C -1.128 -0.728 0.433
C 3.015 0.655 -0.778
C -0.295 -1.517 1.155
C -1.790 1.623 -0.117
C 1.641 1.168 -0.271
C -0.307 -2.123 -0.948
H -1.770 0.786 1.873
H 0.896 0.902 -1.012
H 1.449 0.694 0.682
H -0.090 -1.391 2.204
H 1.566 2.251 -0.152
H -1.351 2.432 0.446
H -2.757 1.775 -0.606
H -0.179 -2.845 -1.742
H -3.004 0.098 1.021
H 1.175 -2.777 0.365
H -1.132 1.273 -0.892
*
```

HOMO-LUMO gap ... 0.2705 Eh
HOMO level ... -3.90 eV

***

Version ii
This record from OMol25 describes a cluster of 2 separate species, C7H11N2O2 in total. The level of theory is ωB97M-V/def2-TZVPD.

Geometry as ORCA input:
```
! RIJCOSX wB97M-V def2-TZVPD def2/J DEFGRID3
* xyz -1 1
O -1.047 0.576 -2.522
O -2.332 -1.240 -2.914
N 0.959 0.038 0.095
N 2.648 1.367 0.562
C 1.946 0.723 -0.406
C -1.963 -0.233 -2.260
C 0.073 -1.919 2.426
C 2.045 1.048 1.768
C -2.781 0.072 -0.982
C 0.030 -0.394 2.380
C 1.010 0.223 1.451
H -0.987 -0.082 2.151
H 3.231 2.180 0.467
H 1.091 -2.277 2.274
H -2.138 0.484 -0.203
H 1.995 0.971 -1.455
H -3.547 0.805 -1.233
H 2.401 1.507 2.673
H 0.197 -0.015 3.398
H -0.403 -2.334 3.313
H -3.247 -0.811 -0.550
H -0.439 -2.378 1.574
*
```

HOMO-LUMO gap ... 0.2401 Eh
HOMO level ... -3.52 eV

***

Version iii
This record from OMol25 describes a cluster of 2 separate species, C7H11N2O2 in total. The level of theory is ωB97M-V/def2-TZVPD.

Geometry as ORCA input:
```
! RIJCOSX wB97M-V def2-TZVPD def2/J DEFGRID3
* xyz -1 1
O 2.844 0.029 -0.279
O 1.406 1.132 -1.625
N -0.896 -1.810 0.103
N -1.054 -0.209 -1.458
C 1.004 1.024 1.779
C 2.006 0.906 -0.539
C -2.756 -1.145 1.635
C -2.115 -0.074 -0.585
C -0.307 -1.244 -0.912
C -2.036 -1.069 0.335
C 1.602 1.854 0.654
H 0.840 2.515 0.230
H -2.990 -2.165 1.947
H -2.086 -0.738 2.403
H -0.470 0.516 -1.879
H 0.020 0.645 1.496
H -3.652 -0.530 1.735
H 0.899 1.581 2.715
H 1.648 0.158 1.946
H 0.622 -1.548 -1.367
H -2.853 0.705 -0.699
H 2.481 2.467 0.863
*
```

HOMO-LUMO gap ... 0.2968 Eh
HOMO level ... -4.44 eV

***

Going by the computed energies, the most stable comes first: version iii, version i, version ii.

***

Version i
This record from OMol25 describes a cluster of 2 separate species, C7H11N2O2 in total. The level of theory is ωB97M-V/def2-TZVPD.

Geometry as ORCA input:
```
! RIJCOSX wB97M-V def2-TZVPD def2/J DEFGRID3
* xyz -1 1
O 1.739 1.959 -1.487
O 0.490 2.830 0.163
N -2.804 -1.025 1.157
N -0.659 -1.437 0.300
C 1.514 0.727 0.544
C -1.062 -1.944 -2.187
C -1.582 -1.662 -0.681
C -2.945 -1.467 -0.211
C -1.454 -1.014 1.404
C 2.404 1.299 1.519
C 1.203 1.741 -0.440
H -1.224 -2.993 -2.359
H 0.067 -1.878 -2.325
H 0.416 0.440 0.948
H 3.196 1.902 0.791
H 0.589 3.672 -0.415
H -1.214 -0.835 2.503
H -1.582 -1.263 -2.793
H 2.227 2.078 2.235
H 1.761 -0.302 0.132
H 2.606 0.485 2.154
H -3.688 -1.313 -0.953
*
```

HOMO-LUMO gap ... 0.2333 Eh
HOMO level ... -3.15 eV

***

Version ii
This record from OMol25 describes a cluster of 2 separate species, C7H11N2O2 in total. The level of theory is ωB97M-V/def2-TZVPD.

Geometry as ORCA input:
```
! RIJCOSX wB97M-V def2-TZVPD def2/J DEFGRID3
* xyz -1 1
O 0.989 -2.472 0.547
O 2.445 -1.524 -0.914
N -0.100 1.825 2.495
N 0.558 -0.179 1.791
C -1.607 2.516 0.639
C 0.201 -1.852 -1.633
C -0.734 1.523 1.313
C 0.262 -0.661 -2.593
C 1.317 -1.864 -0.505
C -0.382 0.255 0.902
C 0.573 0.728 2.801
H 0.910 -1.135 1.908
H -2.432 2.753 1.308
H -1.893 2.298 -0.382
H 1.216 0.615 3.657
H -0.743 -1.907 -1.086
H -0.993 3.434 0.685
H 0.266 -2.769 -2.215
H -0.664 -0.384 0.095
H -0.392 -0.962 -3.429
H 1.220 -0.577 -3.111
H -0.017 0.341 -2.275
*
```

HOMO-LUMO gap ... 0.3034 Eh
HOMO level ... -4.52 eV

***

Version iii
This record from OMol25 describes a cluster of 2 separate species, C7H11N2O2 in total. The level of theory is ωB97M-V/def2-TZVPD.

Geometry as ORCA input:
```
! RIJCOSX wB97M-V def2-TZVPD def2/J DEFGRID3
* xyz -1 1
O -0.240 -0.242 4.275
O 1.390 -0.234 2.705
N 0.859 0.312 -0.137
N 0.923 1.308 -2.162
C 1.483 1.255 -0.987
C -0.215 -0.150 -0.812
C -0.162 -1.681 2.192
C -2.473 -0.249 -3.046
C -0.222 0.550 -2.018
C 0.387 -0.617 3.191
C -1.028 0.478 -3.265
H -1.137 -1.508 1.609
H 0.574 -2.049 1.464
H -0.604 -2.511 2.892
H -2.678 -0.174 -1.950
H -2.273 -1.305 -3.394
H -0.868 -0.912 -0.453
H 2.335 1.761 -0.741
H -0.505 -0.007 -4.089
H -3.197 0.173 -3.780
H 1.011 -0.082 0.828
H -0.946 1.560 -3.668
*
```

HOMO-LUMO gap ... 0.2921 Eh
HOMO level ... -4.62 eV

***

Going by the computed energies, the most stable comes first: version ii, version iii, version i.

***

Version i
This record from OMol25 describes the ion C2H3O2 with charge +1. The level of theory is ωB97M-V/def2-TZVPD.

Geometry as ORCA input:
```
! RIJCOSX wB97M-V def2-TZVPD def2/J DEFGRID3
* xyz 1 1
O 1.143 0.744 -0.028
O 1.189 -0.741 0.065
C -0.148 -0.885 0.006
C -0.275 0.568 0.033
H -0.632 -1.845 -0.214
H -0.714 0.992 -0.887
H -0.563 1.166 1.025
*
```

HOMO-LUMO gap ... 0.3888 Eh
HOMO level ... -18.28 eV

***

Version ii
This record from OMol25 describes a cluster of 2 separate species, C2H3O2 in total. The level of theory is ωB97M-V/def2-TZVPD.

Geometry as ORCA input:
```
! RIJCOSX wB97M-V def2-TZVPD def2/J DEFGRID3
* xyz 1 1
O -2.150 -0.493 0.229
O 0.438 0.549 0.197
C 1.183 -0.356 -0.038
C -1.473 0.380 0.088
H -1.238 1.455 -0.105
H 2.271 -0.100 -0.551
H 0.969 -1.437 0.180
*
```

HOMO-LUMO gap ... 0.4020 Eh
HOMO level ... -16.91 eV

***

Going by the computed energies, the most stable comes first: version ii, version i.

***

Version i
This record from OMol25 describes the ion C2H3O2 with charge +1. The level of theory is ωB97M-V/def2-TZVPD.

Geometry as ORCA input:
```
! RIJCOSX wB97M-V def2-TZVPD def2/J DEFGRID3
* xyz 1 1
O 1.452 0.053 0.421
O 0.570 -0.629 -0.446
C -0.664 -0.403 0.234
C 0.372 0.697 -0.154
H -1.452 -0.567 -0.381
H -0.650 -0.766 1.215
H 0.372 1.614 -0.889
*
```

HOMO-LUMO gap ... 0.4782 Eh
HOMO level ... -18.59 eV

***

Version ii
This record from OMol25 describes the ion C2H3O2 with charge +1. The level of theory is ωB97M-V/def2-TZVPD.

Geometry as ORCA input:
```
! RIJCOSX wB97M-V def2-TZVPD def2/J DEFGRID3
* xyz 1 1
O 3.216 0.109 -0.065
O 2.060 -0.326 0.080
C 0.932 0.415 0.056
C -0.144 -0.405 -0.092
H 0.771 1.566 0.087
H -1.111 -0.137 0.014
H 0.062 -1.449 -0.023
*
```

HOMO-LUMO gap (alpha / beta) ... 0.2934 / 0.2967 Eh
HOMO level (alpha / beta) ... -17.78 / -17.86 eV

***

Going by the computed energies, the most stable comes first: version i, version ii.